{
  "formula": "C33H27IrN5PSe4",
  "method": "ωB97M-V/def2-TZVPD",
  "elements": ["Ir", "Se", "P", "Se", "C", "C", "C", "C", "C", "C", "C", "C", "C", "C", "C", "C", "H", "H", "H", "H", "H", "H", "H", "H", "H", "H", "Se", "Se", "C", "C", "C", "C", "C", "N", "C", "C", "C", "C", "C", "N", "H", "H", "H", "H", "H", "H", "H", "H", "C", "C", "C", "C", "C", "C", "N", "N", "C", "C", "C", "C", "C", "N", "H", "H", "H", "H", "H", "H", "H", "H", "H"],
  "coordinates": [[0.463241, 1.315728, 0.081951], [-0.900830, -0.567423, -0.759965], [-0.410988, -2.538132, 0.228592], [1.622356, -2.892592, 0.669821], [-1.503801, -2.703326, 1.669740], [-2.766058, -2.113853, 1.703040], [-3.614573, -2.350072, 2.775266], [-3.206613, -3.171368, 3.818387], [-1.949892, -3.761658, 3.787321], [-1.099284, -3.531797, 2.715791], [-1.080596, -3.638126, -1.033779], [-0.365065, -3.784079, -2.223485], [-0.832326, -4.634734, -3.207521], [-2.011150, -5.345108, -3.009702], [-2.721238, -5.205177, -1.828249], [-2.260770, -4.350419, -0.835931], [-3.093986, -1.485153, 0.883966], [-4.601838, -1.906296, 2.788016], [-3.874200, -3.364263, 4.648169], [-1.637101, -4.416201, 4.590257], [-0.123216, -3.999563, 2.682489], [0.563544, -3.243851, -2.363480], [-0.276231, -4.753694, -4.127571], [-2.371456, -6.015082, -3.778855], [-3.633080, -5.765410, -1.672285], [-2.816242, -4.256099, 0.086490], [-0.690681, 4.019480, 2.347072], [-1.670879, 2.222919, 1.208683], [-0.998764, 0.928594, 2.456242], [-1.611191, 0.470597, 3.590348], [-0.904373, -0.451426, 4.360894], [0.340367, -0.867701, 3.931613], [0.866020, -0.367571, 2.747808], [0.213981, 0.547991, 2.028072], [1.022393, 4.118351, 1.491817], [1.753231, 5.246984, 1.842751], [2.961290, 5.489573, 1.221685], [3.383730, 4.611415, 0.232363], [2.607353, 3.511991, -0.047783], [1.452099, 3.225967, 0.589453], [-2.599813, 0.810964, 3.864286], [-1.335628, -0.845454, 5.270829], [0.908680, -1.600910, 4.484706], [1.792223, -0.752984, 2.356423], [1.361160, 5.936119, 2.579463], [3.546798, 6.360262, 1.483804], [4.297699, 4.774841, -0.319651], [2.920206, 2.824161, -0.818213], [-2.128260, 3.864605, -4.382155], [-0.920193, 3.422016, -4.912101], [-0.024817, 2.725166, -4.126806], [-0.341612, 2.473839, -2.788194], [-1.545628, 2.917438, -2.257686], [-2.440663, 3.608652, -3.056484], [0.574708, 1.748165, -1.957838], [1.501519, 1.196357, -2.590919], [2.437843, 0.534050, -1.806884], [3.579056, 0.029837, -2.397122], [4.594951, -0.429554, -1.570613], [4.432709, -0.337705, -0.200491], [3.235177, 0.132263, 0.315189], [2.240564, 0.536107, -0.474122], [-2.824621, 4.407458, -5.006725], [-0.676640, 3.622877, -5.946100], [0.911663, 2.384621, -4.539338], [-1.803701, 2.693998, -1.239520], [-3.383212, 3.940709, -2.643937], [3.662127, 0.042497, -3.474131], [5.509574, -0.821493, -1.993511], [5.211325, -0.648652, 0.481016], [3.083624, 0.220332, 1.377335]],
  "forces_ev_per_angstrom": [[-0.3, 0.4, 0.2], [0.0, 0.0, -0.1], [0.0, 0.0, 0.0], [0.1, 0.0, -0.1], [0.1, 0.0, 0.0], [0.0, 0.0, 0.0], [0.0, 0.0, 0.0], [0.0, 0.0, 0.0], [0.0, 0.0, 0.0], [0.0, 0.0, 0.0], [0.0, 0.0, 0.0], [0.0, 0.0, 0.0], [0.0, 0.0, 0.0], [0.0, 0.0, 0.0], [0.0, 0.0, 0.0], [0.0, 0.0, 0.0], [0.0, 0.0, 0.0], [0.0, 0.0, 0.0], [0.0, 0.0, 0.0], [0.0, 0.0, 0.0], [0.0, 0.0, 0.0], [0.0, 0.0, 0.0], [0.0, 0.0, 0.0], [0.0, 0.0, 0.0], [0.0, 0.0, 0.0], [0.0, 0.0, 0.0], [0.0, 0.1, -0.1], [0.4, -0.3, -0.1], [-0.1, 0.0, 0.0], [0.0, 0.0, 0.0], [0.0, 0.0, 0.0], [-0.1, 0.1, 0.0], [0.1, 0.1, 0.1], [0.0, 0.0, 0.0], [-0.1, -0.1, -0.1], [0.0, 0.0, 0.0], [0.0, 0.0, 0.0], [0.0, 0.0, 0.0], [0.1, 0.0, 0.0], [0.0, -0.2, 0.1], [0.0, 0.0, 0.0], [0.0, 0.0, 0.0], [0.0, 0.0, 0.0], [0.0, 0.1, 0.1], [0.0, 0.0, 0.0], [0.0, 0.0, 0.0], [0.0, 0.0, 0.0], [0.0, 0.0, 0.0], [0.0, 0.0, 0.0], [0.0, 0.0, 0.0], [0.0, 0.0, 0.0], [0.0, 0.1, 0.0], [0.0, 0.0, 0.0], [0.0, 0.0, 0.0], [-0.1, 0.0, 0.0], [-0.1, 0.0, 0.0], [0.0, 0.0, 0.0], [0.0, 0.0, 0.0], [0.0, 0.0, -0.1], [-0.1, -0.1, 0.1], [0.1, -0.1, 0.0], [0.1, -0.1, 0.0], [0.0, 0.0, 0.0], [0.0, 0.0, 0.0], [0.0, 0.0, 0.0], [0.0, 0.0, 0.0], [0.0, 0.0, 0.0], [0.0, 0.0, 0.0], [0.0, 0.0, 0.0], [0.0, 0.0, 0.0], [0.0, 0.0, 0.0]],
  "multiplicity": 1,
  "total_charge": 2,
  "e_above_lowest_kcal_mol": 0.0
}



{
  "formula": "C33H27NO5S",
  "method": "ωB97M-V/def2-TZVPD",
  "elements": ["C", "C", "C", "C", "C", "C", "C", "C", "C", "C", "O", "C", "C", "C", "C", "C", "C", "C", "C", "C", "C", "H", "H", "H", "H", "H", "H", "H", "H", "H", "H", "H", "H", "H", "H", "H", "H", "H", "C", "C", "C", "C", "S", "C", "C", "C", "C", "C", "N", "O", "O", "C", "C", "O", "O", "C", "C", "H", "H", "H", "H", "H", "H", "H", "H", "H", "H"],
  "coordinates": [[-6.205653, -2.404341, -2.978114], [-4.945103, -1.622421, -3.031934], [-4.927316, -0.363069, -3.617453], [-3.775149, 0.380632, -3.660804], [-2.567756, -0.104196, -3.116927], [-1.435907, 0.756469, -3.163631], [-0.113152, 0.621473, -2.697076], [0.403280, -0.481753, -1.972765], [1.708891, -0.536873, -1.590159], [2.588723, 0.518189, -1.870620], [3.962295, 0.422751, -1.548027], [4.752051, -0.407931, -2.392073], [5.626761, 0.178926, -3.309997], [6.321309, -0.593764, -4.210855], [6.166958, -1.968614, -4.207126], [5.326868, -2.569858, -3.287025], [4.624580, -1.800220, -2.389003], [2.080932, 1.645777, -2.536152], [0.780075, 1.694741, -2.943049], [-2.598254, -1.403595, -2.570350], [-3.762086, -2.130518, -2.513064], [-6.048328, -3.366424, -2.488588], [-6.970368, -1.860120, -2.422700], [-6.582991, -2.590201, -3.984188], [-5.840112, 0.021892, -4.037557], [-3.786713, 1.351530, -4.126710], [-1.634319, 1.705379, -3.633826], [-0.234229, -1.280236, -1.656398], [2.085384, -1.383919, -1.043782], [5.728789, 1.250426, -3.299380], [7.000251, -0.127088, -4.906830], [6.710865, -2.572292, -4.913748], [5.240950, -3.644795, -3.256474], [3.977422, -2.261094, -1.663797], [2.748227, 2.465950, -2.725524], [0.416137, 2.565512, -3.460544], [-1.701440, -1.878009, -2.235166], [-3.763068, -3.109993, -2.063484], [4.277519, -1.131197, 3.120875], [3.909028, -0.739703, 4.392794], [2.853481, 0.133668, 4.562610], [2.173263, 0.603590, 3.464396], [0.789793, 1.707614, 3.703111], [-0.565652, 0.546055, 3.878778], [-1.833973, 1.009772, 4.067415], [-2.930225, 0.109789, 4.206327], [-4.195719, 0.578353, 4.392399], [-4.443980, 1.945226, 4.451764], [-5.796511, 2.420919, 4.646009], [-5.991530, 3.644895, 4.692364], [-6.707388, 1.585557, 4.757663], [-3.394287, 2.849137, 4.321503], [-2.119956, 2.406180, 4.133539], [0.927019, 2.391274, 5.040553], [0.524479, 2.469898, 2.429562], [2.552681, 0.237738, 2.194323], [3.611538, -0.630572, 2.019491], [5.101987, -1.812931, 2.988561], [4.440933, -1.114335, 5.252696], [2.560171, 0.472002, 5.544424], [-0.365238, -0.504475, 3.835842], [-2.734834, -0.946392, 4.158764], [-5.026586, -0.098469, 4.496402], [-3.620245, 3.900835, 4.372763], [-1.302464, 3.099330, 4.030261], [2.028049, 0.650969, 1.346937], [3.919871, -0.903072, 1.022805]],
  "forces_ev_per_angstrom": [[-0.2, -0.3, 0.1], [-0.1, 0.0, 0.1], [0.1, 0.2, -0.1], [-0.1, 0.0, 0.0], [0.3, 0.0, 0.0], [-0.2, -0.4, 0.2], [0.1, -0.1, 0.1], [-0.4, 0.2, 0.0], [1.0, 0.3, 0.3], [0.6, -0.5, -0.5], [-0.9, -0.1, -0.5], [-0.4, -0.3, -0.7], [-0.8, 0.5, 0.9], [0.2, -0.3, 0.0], [0.1, -0.1, -0.1], [0.3, -0.1, -0.2], [-0.4, 0.9, 0.7], [1.0, -0.2, 0.4], [-0.4, -0.3, 0.1], [0.0, -0.1, -0.1], [0.2, 0.1, 0.0], [-0.1, 0.1, 0.0], [-0.1, 0.0, 0.0], [-0.1, 0.0, 0.0], [-0.2, 0.2, -0.1], [0.0, 0.2, 0.0], [-0.1, 0.3, -0.2], [0.0, -0.1, 0.0], [0.0, -0.2, 0.1], [0.0, 0.2, 0.0], [0.0, 0.1, -0.1], [0.1, -0.1, -0.1], [-0.1, -0.1, 0.0], [-0.1, -0.2, 0.1], [0.2, 0.2, -0.1], [-0.1, 0.2, -0.1], [0.1, -0.1, 0.2], [0.1, -0.2, 0.0], [0.2, -0.1, 0.0], [0.0, -0.1, 0.1], [-0.1, 0.1, 0.6], [-0.2, 0.6, 0.0], [-2.3, 0.6, 0.6], [1.6, 0.5, -0.4], [-0.5, 0.5, 0.1], [0.0, 0.3, 0.0], [-0.3, -0.4, 0.0], [-0.5, 0.1, 0.0], [-0.5, 0.2, 0.1], [0.2, -1.1, -0.1], [0.8, 0.7, -0.1], [-0.1, 0.4, 0.0], [-0.2, 0.0, 0.0], [0.4, -0.9, -3.2], [1.3, -1.1, 2.7], [-0.2, 0.1, -0.6], [0.0, -0.1, -0.1], [0.1, -0.1, 0.0], [0.1, 0.0, 0.1], [0.0, 0.0, 0.1], [0.4, -0.3, 0.0], [0.0, -0.3, 0.0], [-0.1, -0.1, 0.0], [0.0, 0.2, 0.0], [-0.1, 0.2, 0.0], [-0.1, 0.1, -0.1], [0.1, 0.0, -0.2]],
  "multiplicity": 1,
  "total_charge": 0
}



| no. | gap between HOMO and LUMO (eV) | total energy (eV) |
| --- | --- | --- |
| 1 | 5.7 | -315611.576 |
| 2 | 1.9 | -57214.024 |